(1)
12 unconnected molecules or ions with the total composition C60H64N8O20 in a non-equilibrium geometry. Source: OMol25; level of theory: wB97M-V/def2-TZVPD.

```
! wB97M-V def2-TZVPD RIJCOSX def2/J DEFGRID3
* xyz 0 1
O 5.41 -2.00 5.47
O 9.23 -7.44 11.22
O 3.67 -1.03 4.70
O 7.01 1.86 6.18
O 14.18 7.09 4.36
O 9.42 -6.40 -1.40
O 12.53 -4.14 8.69
O 12.03 0.69 0.29
O 12.12 -7.64 6.86
O 11.52 -9.65 6.58
O 9.02 -8.42 3.62
O 14.49 7.13 6.49
O 9.93 0.24 0.55
O 9.77 -0.80 4.28
O 17.49 -8.91 4.75
O 16.65 -10.90 4.80
O 6.46 -3.16 9.97
O 10.39 -0.85 6.33
O 8.31 -3.81 9.13
O 7.66 -7.48 5.01
N 16.57 -9.69 4.63
N 10.09 -1.39 5.29
N 4.82 -1.38 4.61
N 12.36 -8.83 6.89
N 10.90 0.98 0.61
N 7.93 -8.29 4.14
N 14.19 6.56 5.46
N 7.67 -3.28 10.00
C 13.64 -9.32 7.37
C 5.58 -8.99 4.13
C 13.08 2.50 5.81
C 8.32 -1.75 13.31
C 4.60 -9.94 3.94
C 5.56 -1.01 3.40
C 7.43 -0.22 7.25
C 9.78 -6.50 -0.26
C 8.50 -7.22 10.29
C 13.75 5.18 5.57
C 12.94 4.60 4.63
C 10.41 -2.27 12.29
C 4.85 -0.44 2.36
C 6.22 -11.31 2.82
C 7.01 -7.08 10.53
C 13.66 -3.76 8.51
C 16.10 -10.22 8.19
C 5.13 0.96 7.36
C 8.99 -7.15 8.89
C 4.95 -11.16 3.34
C 14.59 -8.40 7.79
C 12.59 3.25 4.77
C 6.90 -1.35 3.30
C 11.39 3.36 0.60
C 9.69 -1.86 13.42
C 8.36 -2.77 11.18
C 12.98 -9.56 3.58
C 14.28 -10.01 3.77
C 7.21 -10.35 3.00
C 10.43 -4.89 6.36
C 12.74 -8.21 3.80
C 14.28 4.41 6.59
C 6.88 -9.24 3.75
C 11.09 -5.95 0.22
C 10.65 2.32 1.15
C 10.21 -5.61 5.21
C 10.25 -3.52 6.46
C 9.75 -2.75 11.19
C 15.03 -7.80 4.38
C 9.81 -3.55 4.09
C 9.58 3.86 2.60
C 5.55 -0.08 1.22
C 9.81 2.55 2.22
C 13.96 -2.83 7.34
C 13.75 -7.31 4.11
C 6.89 -0.43 1.12
C 13.90 -10.67 7.40
C 6.55 0.97 6.86
C 13.96 3.07 6.72
C 7.58 -1.12 2.11
C 15.27 -9.15 4.22
C 15.16 -11.14 7.75
C 15.80 -8.86 8.26
C 9.03 -7.39 0.71
C 10.07 -2.84 5.26
C 10.23 4.92 1.97
C 7.63 -2.27 12.23
C 11.13 4.67 0.93
C 9.97 -4.92 4.01
C 14.84 -4.46 9.16
H 14.57 -3.37 6.62
H 5.39 -8.09 4.70
H 9.34 1.73 2.76
H 15.83 -7.10 4.59
H 8.08 -0.35 6.38
H 11.90 2.86 4.03
H 13.56 -6.27 4.33
H 14.46 -1.90 7.62
H 14.36 -7.34 7.74
H 9.61 -2.98 3.19
H 14.75 -4.30 10.24
H 11.02 -5.15 0.96
H 4.20 -11.93 3.29
H 10.23 -3.10 10.29
H 11.77 -6.76 0.50
H 10.66 -5.40 7.29
H 8.85 4.12 3.35
H 13.00 -2.56 6.91
H 9.77 -5.49 3.12
H 12.06 3.17 -0.23
H 7.35 -0.35 0.14
H 10.16 -1.37 14.26
H 11.63 -5.45 -0.59
H 5.10 1.08 8.44
H 14.92 4.88 7.33
H 11.79 -7.76 3.51
H 5.05 0.35 0.36
H 6.49 -12.29 2.45
H 10.34 -6.67 5.32
H 4.52 1.75 6.93
H 6.56 -2.14 12.15
H 6.63 -8.02 10.92
H 6.44 -6.73 9.66
H 8.24 -10.57 2.75
H 15.34 -12.20 7.69
H 14.37 2.52 7.55
H 11.49 -2.33 12.32
H 8.63 -6.33 8.28
H 15.77 -4.02 8.79
H 6.84 -6.28 11.25
H 10.09 -7.20 8.90
H 9.60 -8.27 1.00
H 8.78 -6.79 1.58
H 11.65 5.52 0.51
H 10.40 -3.03 7.40
H 3.81 -0.17 2.43
H 7.75 -1.19 14.04
H 13.22 -11.37 6.93
H 7.94 -0.11 8.19
H 3.56 -9.86 4.24
H 12.85 1.45 5.88
H 17.12 -10.48 8.42
H 12.59 5.05 3.71
H 9.90 5.93 2.16
H 8.09 -7.68 0.23
H 12.27 -10.20 3.08
H 14.81 -5.50 8.88
H 7.40 -1.77 4.16
H 6.90 -1.16 7.08
H 8.83 -8.09 8.34
H 14.65 -10.97 3.43
H 4.64 0.03 7.05
H 16.63 -8.22 8.52
H 8.60 -1.45 1.96
*
```

- SMILES string = O=[N+]([O-])c1ccccc1.O=[N+]([O-])c1ccccc1.O=[N+]([O-])c1ccccc1.O=[N+]([O-])c1ccccc1.O=[N+]([O-])c1ccccc1.O=[N+]([O-])c1ccccc1.O=[N+]([O-])c1ccccc1.O=[N+]([O-])c1ccccc1.CC(C)=O.CC(C)=O.CC(C)=O.CC(C)=O
- ΔE to the lowest compared entry with this formula, charge and spin (kJ/mol) = 95.30
- HOMO-LUMO gap (eV) = 8.45
- E_LUMO (eV) = -0.807

=====

(2)
A molecular structure, C60H65AsBiN4O3 in a non-equilibrium geometry. Source: OMol25; level of theory: wB97M-V/def2-TZVPD.

```
! wB97M-V def2-TZVPD RIJCOSX def2/J DEFGRID3
* xyz -1 1
Bi -0.27 0.52 -0.51
As -1.18 1.82 2.53
O 4.30 1.33 -2.21
O 1.51 1.40 -1.63
O -2.78 1.29 -0.76
N -0.59 2.97 -0.67
N -1.85 3.41 -0.46
N 1.42 -0.61 0.43
N 0.10 -0.98 -2.07
C 0.63 1.19 -5.45
C 4.16 -3.80 -2.14
C 3.92 4.68 -0.90
C 0.34 3.86 -0.58
C -2.12 -2.16 -5.42
C 1.30 -4.31 1.83
C 3.13 -2.97 -1.73
C 5.13 -3.42 0.03
C 3.63 2.43 -1.73
C 1.14 -1.89 2.49
C 2.44 0.15 3.88
C 1.32 -1.96 3.86
C -2.55 -3.27 -1.23
C -2.23 3.46 2.92
C -3.23 0.38 4.06
C -6.57 3.02 -0.52
C -1.11 -5.03 -2.33
C -1.34 1.93 -4.06
C -2.69 0.50 2.68
C 3.06 -2.34 -0.47
C 2.82 1.47 1.77
C 4.08 -2.57 0.42
C 4.05 -4.34 -3.45
C 1.62 -0.76 1.79
C -1.26 -2.65 -3.22
C 5.20 -4.02 -1.20
C 4.35 1.37 1.74
C -4.17 3.18 -0.40
C -4.30 4.45 0.16
C -2.68 -0.52 4.97
C -6.69 4.25 0.10
C -0.54 1.69 4.41
C 2.39 2.81 2.36
C 3.68 0.50 -3.17
C 1.92 -3.16 -3.79
C 2.01 -2.62 -2.53
C -4.17 0.23 6.69
C -1.25 -3.55 -2.00
C 1.97 -0.96 4.56
C -0.93 -3.34 2.35
C -0.84 -0.49 -4.25
C -5.55 4.97 0.43
C -4.75 1.12 5.79
C -0.66 -1.37 -3.17
C 1.22 -1.70 -1.71
C 2.25 0.28 2.51
C -1.57 -0.90 -5.35
C -1.97 -3.02 -4.35
C -3.14 -0.59 6.27
C -2.83 2.54 -0.57
C -5.32 2.48 -0.76
C -0.24 0.89 -4.21
C 2.24 2.46 -1.41
C 2.58 4.75 -0.62
C 1.73 3.67 -0.87
C 4.43 3.53 -1.47
C 2.96 -4.02 -4.22
C 0.45 -3.04 1.78
C 1.85 -1.54 -0.49
C -4.28 1.19 4.49
H -2.43 -4.00 -4.40
H -0.92 2.91 -3.87
H 2.86 3.62 1.80
H -1.59 -2.47 2.29
H 2.47 1.41 0.74
H -2.60 -2.22 -0.98
H 2.28 -4.13 1.38
H -4.73 1.88 3.80
H 2.69 2.90 3.40
H 4.29 -0.40 -3.23
H 4.66 0.45 1.26
H -0.40 -3.28 -1.37
H 4.77 1.40 2.75
H 4.58 5.52 -0.70
H 0.02 1.30 -6.35
H -0.88 -3.65 3.39
H 4.09 -2.13 1.41
H 1.34 0.38 -5.61
H 1.17 2.11 -5.28
H -0.26 -5.20 -2.99
H -3.40 5.01 0.38
H -1.57 4.33 2.95
H 1.09 -2.95 -4.45
H -2.60 -3.86 -0.32
H -1.70 -0.22 -6.19
H 5.48 3.45 -1.72
H -1.87 -1.17 4.64
H -2.01 -5.43 -2.81
H -1.35 1.88 5.11
H 0.04 4.88 -0.30
H -4.53 0.17 7.71
H 0.95 -2.81 4.41
H -7.67 4.65 0.33
H 0.32 -2.76 0.73
H -1.40 -4.15 1.79
H 1.44 -4.63 2.86
H 6.03 -4.66 -1.45
H -2.96 3.61 2.13
H -3.41 -3.51 -1.85
H 4.82 -4.99 -3.84
H 2.67 0.23 -2.88
H -2.69 -1.29 6.96
H -5.56 1.75 6.11
H 0.81 -5.11 1.27
H 2.11 -1.04 5.63
H -5.21 1.52 -1.23
H 2.16 5.65 -0.18
H -3.45 0.83 1.97
H 4.76 2.21 1.17
H -2.28 -0.45 2.35
H -1.94 1.98 -4.97
H -0.12 0.71 4.62
H -2.68 -2.47 -6.29
H -1.99 1.67 -3.23
H -5.64 5.94 0.91
H 3.66 1.00 -4.15
H -7.45 2.47 -0.81
H -2.75 3.38 3.88
H 2.98 0.92 4.42
H 2.88 -4.45 -5.21
H 0.25 2.42 4.57
H -0.95 -5.60 -1.42
H 0.41 0.95 -3.34
H 1.31 2.93 2.28
H 5.92 -3.61 0.75
*
```

- ΔE to the lowest compared entry with this formula, charge and spin (kJ/mol) = 1.30
- HOMO-LUMO gap (eV) = 6.02
- E_LUMO (eV) = 2.255

=====

- Among the records above, which one has the lowest E_LUMO?
  C60H64N8O20